# 1
{"formula": "C6H7N", "method": "wB97M-V/def2-TZVPD", "orbital_gap_ev": 8.3, "lumo_ha": -0.0017, "homo_ev": -8.36, "total_charge": 0, "fmax_ev_per_a": 4.977, "smiles": "[H]/N=C/C1=C2[C@@H]1[C@@H]2C", "species": ["H", "N", "C", "C", "C", "C", "C", "C", "H", "H", "H", "H", "H", "H"], "positions_angstrom": [[-1.42, 1.87, 3.42], [-1.18, 1.78, 2.48], [-0.39, 0.84, 2.19], [-0.09, 0.50, 0.88], [0.76, -0.46, 0.37], [-0.77, 0.29, -0.34], [0.58, -0.14, -1.10], [0.59, -1.29, -2.11], [0.39, 0.46, 2.91], [-1.79, 0.10, -0.38], [1.38, 0.63, -1.36], [0.24, -0.90, -3.00], [0.03, -2.17, -1.71], [1.64, -1.52, -2.26]], "nbo_charge": [0.34, -0.57, 0.09, -0.18, -0.01, -0.06, -0.27, -0.62, 0.17, 0.21, 0.24, 0.21, 0.22, 0.22]}

***

# 2
{"formula": "CH10NO2", "method": "wB97M-V/def2-TZVPD", "orbital_gap_ev": 4.4, "lumo_ha": -0.4204, "homo_ev": -15.87, "total_charge": 1, "fmax_ev_per_a": 0.994, "species": ["C", "N", "H", "H", "H", "H", "H", "H", "H", "H", "O", "H", "H", "O"], "positions_angstrom": [[0.64, -0.47, 2.59], [-0.50, -0.16, -2.34], [0.02, -1.02, 1.88], [0.04, 0.38, 2.92], [0.83, -1.12, 3.43], [1.58, -0.16, 2.16], [-0.24, 0.26, -3.25], [-0.76, -1.16, -2.39], [-1.39, 0.47, -1.16], [-2.34, 1.61, -0.76], [-1.84, 0.86, -0.39], [0.78, 0.22, -1.50], [2.06, -0.01, -0.62], [1.13, 0.29, -0.58]], "nbo_charge": [-0.85, -0.38, 0.20, 0.22, 0.23, 0.20, 0.40, 0.41, 0.44, 0.49, -0.66, 0.42, 0.51, -0.64]}

***

# 3
{"formula": "C30H35F2N2O", "method": "wB97M-V/def2-TZVPD", "orbital_gap_ev": 6.3, "lumo_ha": -0.2061, "homo_ev": -11.87, "total_charge": 1, "fmax_ev_per_a": 7.195, "species": ["C", "C", "C", "F", "C", "C", "C", "C", "C", "C", "F", "C", "C", "C", "C", "C", "C", "H", "H", "H", "H", "H", "H", "H", "H", "H", "H", "H", "H", "H", "C", "N", "C", "C", "C", "C", "C", "N", "C", "C", "C", "C", "C", "C", "C", "C", "C", "O", "H", "H", "H", "H", "H", "H", "H", "H", "H", "H", "H", "H", "H", "H", "H", "H", "H", "H", "H", "H", "H", "H"], "positions_angstrom": [[2.36, 1.29, -5.51], [1.70, 1.11, -4.19], [1.88, 2.06, -3.19], [2.58, 3.19, -3.49], [1.38, 1.91, -1.90], [0.67, 0.74, -1.56], [0.35, 0.33, -0.13], [0.94, 1.33, 0.85], [2.09, 0.99, 1.57], [2.76, 1.98, 2.28], [3.95, 1.66, 2.88], [2.32, 3.30, 2.37], [3.08, 4.33, 3.11], [1.13, 3.61, 1.71], [0.46, 2.66, 0.93], [0.36, -0.14, -2.61], [0.90, 0.01, -3.88], [2.03, 0.49, -6.18], [2.11, 2.25, -5.96], [3.45, 1.23, -5.42], [1.58, 2.70, -1.18], [0.88, -0.60, 0.06], [2.49, -0.03, 1.53], [2.41, 4.93, 3.74], [3.86, 3.89, 3.74], [3.57, 5.04, 2.42], [0.73, 4.62, 1.78], [-0.42, 2.95, 0.36], [-0.29, -0.99, -2.42], [0.71, -0.74, -4.64], [-4.71, -2.03, 0.94], [-3.32, -1.73, 0.70], [-2.69, -0.45, 0.88], [-2.90, 0.19, 2.29], [-2.47, -0.81, 3.36], [-4.35, 0.64, 2.46], [-2.02, 1.43, 2.38], [-1.27, -0.72, 0.55], [-1.18, -1.98, -0.17], [-0.02, -2.89, 0.28], [1.13, -2.93, -0.71], [0.90, -3.41, -2.00], [1.91, -3.31, -2.97], [3.13, -2.72, -2.64], [3.39, -2.32, -1.33], [2.41, -2.48, -0.35], [-2.51, -2.66, 0.11], [-2.81, -3.83, -0.14], [-4.98, -2.93, 0.38], [-4.90, -2.23, 2.01], [-5.35, -1.20, 0.62], [-3.10, 0.27, 0.14], [-1.46, -1.18, 3.16], [-2.46, -0.32, 4.34], [-3.16, -1.67, 3.42], [-4.68, 1.21, 1.58], [-5.04, -0.20, 2.62], [-4.44, 1.30, 3.34], [-2.23, 2.13, 1.57], [-2.20, 1.96, 3.33], [-0.96, 1.16, 2.37], [-0.90, 0.14, -0.03], [-1.16, -1.80, -1.25], [0.32, -2.57, 1.28], [-0.43, -3.91, 0.37], [-0.07, -3.85, -2.25], [1.72, -3.67, -3.98], [3.90, -2.60, -3.41], [4.35, -1.88, -1.05], [2.62, -2.24, 0.70]], "nbo_charge": [-0.64, 0.00, 0.38, -0.31, -0.18, -0.13, -0.05, -0.08, -0.25, 0.46, -0.32, -0.04, -0.65, -0.20, -0.18, -0.09, -0.20, 0.23, 0.25, 0.25, 0.24, 0.29, 0.24, 0.24, 0.25, 0.25, 0.24, 0.23, 0.20, 0.23, -0.42, -0.44, 0.16, -0.07, -0.62, -0.61, -0.61, -0.42, -0.16, -0.46, 0.06, -0.27, -0.19, -0.22, -0.20, -0.26, 0.69, -0.58, 0.26, 0.21, 0.21, 0.17, 0.22, 0.23, 0.22, 0.21, 0.22, 0.23, 0.20, 0.23, 0.22, 0.32, 0.22, 0.23, 0.27, 0.23, 0.23, 0.23, 0.23, 0.21]}

***

# 4
{"formula": "C3H9O", "method": "wB97M-V/def2-TZVPD", "orbital_gap_ev": 6.8, "lumo_ha": 0.1661, "homo_ev": -2.30, "total_charge": -1, "fmax_ev_per_a": 2.187, "species": ["C", "H", "H", "H", "H", "C", "O", "C", "H", "H", "H", "H", "H"], "positions_angstrom": [[1.23, 2.21, 1.03], [1.03, 1.41, 0.33], [2.20, 2.74, 0.76], [0.54, 3.06, 1.05], [1.35, 1.66, 2.02], [-0.29, -0.81, -0.32], [0.16, 0.11, -1.23], [-1.26, -1.94, -0.92], [0.55, -1.47, 0.13], [-0.94, -0.24, 0.50], [-1.37, -2.91, -0.33], [-2.28, -1.67, -1.09], [-0.93, -2.16, -1.93]], "nbo_charge": [-0.87, 0.30, 0.18, 0.19, 0.19, -0.02, -0.96, -0.66, 0.07, 0.07, 0.15, 0.17, 0.19]}

***

# 5
{"formula": "C8H16NO2", "method": "wB97M-V/def2-TZVPD", "orbital_gap_ev": 7.8, "lumo_ha": -0.1947, "homo_ev": -13.14, "total_charge": 1, "fmax_ev_per_a": 5.303, "species": ["C", "C", "C", "C", "C", "C", "C", "C", "N", "O", "O", "H", "H", "H", "H", "H", "H", "H", "H", "H", "H", "H", "H", "H", "H", "H", "H"], "positions_angstrom": [[-2.28, 0.40, -0.20], [1.39, -1.67, 0.54], [2.27, -0.59, -0.02], [1.15, 0.43, 0.27], [0.57, -0.60, 1.07], [-3.73, 0.62, -0.36], [2.76, -0.63, -1.47], [1.31, 1.82, 0.95], [-1.77, -0.76, -0.01], [-1.55, 1.45, -0.46], [-2.70, -1.73, 0.31], [1.06, -2.29, -0.38], [1.76, -2.45, 1.28], [3.18, -0.35, 0.67], [0.65, 0.53, -0.71], [0.19, -0.44, 2.20], [-4.05, 1.70, -0.27], [-4.20, 0.27, -1.36], [-4.35, 0.07, 0.34], [3.28, 0.38, -1.66], [2.01, -0.60, -2.24], [3.37, -1.52, -1.58], [1.87, 1.45, 1.78], [0.57, 2.43, 1.29], [1.81, 2.45, 0.24], [-2.19, 2.18, -0.27], [-2.40, -2.53, 0.06]], "nbo_charge": [0.54, -0.56, -0.17, -0.37, 0.35, -0.74, -0.61, -0.59, -0.21, -0.64, -0.54, 0.31, 0.28, 0.24, 0.31, 0.26, 0.23, 0.28, 0.27, 0.24, 0.22, 0.24, 0.21, 0.24, 0.24, 0.51, 0.48]}

***

# 6
{"formula": "C8H9F17NP", "method": "wB97M-V/def2-TZVPD", "orbital_gap_ev": 3.3, "lumo_ha": -0.0830, "homo_ev": -5.58, "total_charge": 0, "fmax_ev_per_a": 1.492, "species": ["F", "C", "F", "F", "C", "F", "F", "C", "F", "F", "C", "F", "F", "C", "F", "F", "C", "F", "F", "C", "F", "F", "C", "F", "F", "P", "H", "H", "H", "H", "H", "N", "H", "H", "H", "H"], "positions_angstrom": [[0.19, -3.26, 2.09], [-0.38, -2.04, 1.74], [0.30, -1.09, 2.37], [-1.68, -2.06, 2.11], [-0.27, -1.97, 0.20], [-0.69, -3.22, -0.20], [1.04, -1.92, -0.11], [-1.12, -0.89, -0.54], [-1.36, 0.16, 0.26], [-2.30, -1.50, -0.85], [-0.51, -0.46, -1.90], [-0.24, -1.67, -2.49], [-1.48, 0.16, -2.60], [0.81, 0.40, -2.01], [1.81, -0.51, -2.08], [0.73, 1.04, -3.20], [1.22, 1.48, -0.95], [1.20, 0.88, 0.26], [2.51, 1.73, -1.27], [0.39, 2.81, -1.02], [0.97, 3.48, -2.06], [-0.86, 2.50, -1.43], [0.39, 3.70, 0.25], [1.72, 3.70, 0.60], [0.14, 4.94, -0.28], [-0.82, 3.42, 1.83], [-0.23, 2.08, 1.99], [-1.86, 2.88, 0.93], [-1.36, 4.76, 1.61], [0.27, 3.96, 2.66], [-1.68, 3.21, 3.01], [0.63, -5.34, 0.21], [-0.04, -5.30, -0.56], [0.50, -4.49, 0.78], [0.46, -6.17, 0.78], [1.58, -5.36, -0.16]], "nbo_charge": [-0.36, 0.94, -0.25, -0.28, 0.55, -0.35, -0.29, 0.60, -0.26, -0.30, 0.58, -0.33, -0.27, 0.59, -0.31, -0.29, 0.59, -0.32, -0.30, 0.57, -0.32, -0.33, 0.36, -0.37, -0.36, 0.41, -0.21, -0.19, -0.15, -0.17, -0.15, -0.86, 0.46, 0.48, 0.45, 0.45]}

***

# 7
{"formula": "CH3N3O2Si", "method": "wB97M-V/def2-TZVPD", "orbital_gap_ev": 10.4, "lumo_ha": -0.0101, "homo_ev": -10.72, "total_charge": 0, "fmax_ev_per_a": 2.249, "smiles": "N#C[Si@H](N)[N+](=O)[O-]", "species": ["N", "C", "Si", "N", "N", "O", "O", "H", "H", "H"], "positions_angstrom": [[2.41, 1.25, 1.47], [1.66, 0.78, 0.75], [0.45, 0.01, -0.44], [-0.85, 0.97, -0.94], [-0.54, -1.31, 0.72], [0.03, -2.30, 1.10], [-1.70, -1.01, 0.96], [1.15, -0.85, -1.38], [-1.76, 0.86, -0.51], [-0.85, 1.60, -1.73]], "nbo_charge": [-0.24, -0.20, 1.52, -1.32, 0.31, -0.37, -0.41, -0.16, 0.44, 0.42]}

***

# 8
{"formula": "C16H14BBrO2Y", "method": "wB97M-V/def2-TZVPD", "orbital_gap_ev": 5.2, "lumo_ha": 0.0983, "homo_ev": -2.54, "total_charge": -1, "fmax_ev_per_a": 2.700, "species": ["C", "C", "C", "H", "C", "C", "H", "H", "H", "H", "Y", "Br", "C", "C", "C", "H", "C", "C", "H", "H", "H", "H", "O", "B", "O", "C", "C", "C", "C", "C", "C", "H", "H", "H", "H"], "positions_angstrom": [[-2.06, -0.65, -1.40], [-1.34, -1.06, -0.28], [-1.42, 0.05, 0.74], [-1.12, -2.05, 0.10], [-1.46, 1.22, -0.18], [-2.17, 0.81, -1.32], [-2.67, 1.46, -2.03], [-2.39, -1.33, -2.18], [-2.42, -0.08, 1.25], [-1.44, 2.23, 0.24], [0.11, 0.13, -2.05], [1.21, -2.21, -1.67], [2.24, 0.92, -4.61], [1.15, 1.71, -5.07], [0.15, 0.83, -5.60], [1.10, 2.81, -5.08], [0.63, -0.50, -5.47], [1.92, -0.45, -4.86], [2.58, -1.30, -4.68], [3.19, 1.30, -4.24], [-0.78, 1.14, -6.08], [0.14, -1.40, -5.86], [-0.42, -1.20, 2.60], [-0.48, 0.03, 1.95], [0.26, 1.00, 2.58], [0.75, 0.40, 3.74], [1.01, 1.03, 4.94], [0.69, 0.33, 6.12], [0.28, -1.02, 6.07], [0.20, -1.74, 4.86], [0.32, -0.97, 3.73], [1.41, 2.06, 4.90], [0.78, 0.85, 7.08], [0.02, -1.56, 6.99], [0.01, -2.82, 4.77]], "nbo_charge": [-0.49, -0.45, -0.63, 0.23, -0.54, -0.48, 0.22, 0.24, 0.15, 0.21, 1.74, -0.66, -0.39, -0.37, -0.36, 0.20, -0.36, -0.35, 0.22, 0.20, 0.20, 0.21, -0.63, 1.14, -0.64, 0.22, -0.24, -0.24, -0.22, -0.25, 0.25, 0.22, 0.21, 0.21, 0.23]}